1.
C40H80O20S10 | ωB97M-V/def2-TZVPD

Energy relative to the best compared isomer or geometry (same formula, charge and spin)   0.0000 eV
Lowest unoccupied orbital energy   -0.16 eV
Structure (SMILES)   O=S1(=O)CCCC1.O=S1(=O)CCCC1.O=S1(=O)CCCC1.O=S1(=O)CCCC1.O=S1(=O)CCCC1.O=S1(=O)CCCC1.O=S1(=O)CCCC1.O=S1(=O)CCCC1.O=S1(=O)CCCC1.O=S1(=O)CCCC1
Net charge   0
HOMO level   -0.3651 Ha

Each line ends with the Löwdin charge.
Positions of all 150 atoms, in Å:
O (11.345, 14.558, 10.550)  -0.3537
S (11.070, 13.122, 10.327)  0.6619
O (11.427, 12.483, 9.120)  -0.2945
C (11.667, 12.158, 11.676)  -0.2286
C (10.474, 11.485, 12.429)  -0.1369
C (9.313, 11.482, 11.370)  -0.2145
C (9.376, 12.792, 10.680)  -0.2612
H (12.392, 12.693, 12.257)  0.0695
H (12.248, 11.378, 11.179)  0.0956
H (10.670, 10.479, 12.764)  0.1061
H (10.145, 12.148, 13.233)  0.0956
H (8.366, 11.335, 11.889)  0.1145
H (9.303, 10.644, 10.662)  0.1217
H (9.032, 13.563, 11.352)  0.0996
H (8.838, 12.881, 9.748)  0.1090
O (19.526, 17.813, 7.690)  -0.3052
S (18.361, 18.164, 8.435)  0.6585
O (17.102, 17.515, 8.188)  -0.3247
C (18.710, 18.238, 10.165)  -0.2363
C (19.023, 19.701, 10.523)  -0.1615
C (18.061, 20.594, 9.572)  -0.1870
C (18.124, 19.964, 8.208)  -0.2235
H (19.460, 17.485, 10.412)  0.0949
H (17.846, 17.950, 10.756)  0.0795
H (18.891, 19.958, 11.556)  0.0822
H (20.076, 19.892, 10.287)  0.1156
H (18.395, 21.618, 9.479)  0.1022
H (17.075, 20.598, 10.052)  0.0903
H (19.049, 20.194, 7.680)  0.0985
H (17.274, 20.072, 7.524)  0.1077
O (17.790, 14.451, 14.196)  -0.3264
S (18.829, 15.328, 14.700)  0.6751
O (20.148, 14.753, 14.937)  -0.3136
C (19.005, 16.679, 13.677)  -0.2708
C (18.727, 17.980, 14.413)  -0.1867
C (17.682, 17.600, 15.449)  -0.2244
C (18.169, 16.315, 16.088)  -0.2067
H (18.286, 16.490, 12.878)  0.0908
H (19.981, 16.574, 13.195)  0.0840
H (19.617, 18.464, 14.777)  0.1185
H (18.312, 18.634, 13.652)  0.0849
H (16.731, 17.489, 14.899)  0.1007
H (17.505, 18.372, 16.202)  0.1200
H (17.437, 15.772, 16.684)  0.1037
H (19.006, 16.488, 16.787)  0.1129
O (9.553, 14.607, 14.172)  -0.3294
S (10.904, 15.082, 14.453)  0.6980
O (12.106, 14.400, 13.972)  -0.3272
C (11.094, 16.845, 14.189)  -0.2148
C (10.976, 17.585, 15.558)  -0.1624
C (11.630, 16.559, 16.555)  -0.1999
C (11.051, 15.188, 16.229)  -0.2362
H (10.413, 17.108, 13.377)  0.0900
H (12.085, 16.979, 13.760)  0.0785
H (11.539, 18.531, 15.543)  0.1125
H (9.934, 17.746, 15.833)  0.1120
H (11.383, 16.858, 17.562)  0.1079
H (12.713, 16.564, 16.401)  0.1189
H (10.069, 15.040, 16.671)  0.1055
H (11.681, 14.353, 16.549)  0.1105
O (17.344, 14.774, 10.691)  -0.3217
S (15.907, 14.550, 10.851)  0.7072
O (15.384, 13.169, 10.995)  -0.3469
C (15.313, 15.379, 12.274)  -0.2371
C (14.127, 16.268, 11.930)  -0.1780
C (14.371, 16.703, 10.440)  -0.1685
C (14.960, 15.511, 9.675)  -0.1972
H (16.149, 16.007, 12.568)  0.0804
H (15.071, 14.617, 13.032)  0.1118
H (13.207, 15.687, 12.008)  0.0781
H (14.082, 17.089, 12.667)  0.0925
H (14.949, 17.619, 10.374)  0.0953
H (13.374, 16.938, 10.060)  0.0908
H (15.692, 15.829, 8.924)  0.0809
H (14.149, 14.884, 9.333)  0.0988
O (14.376, 9.633, 15.321)  -0.3026
S (14.562, 9.904, 13.948)  0.6427
O (13.460, 9.826, 13.022)  -0.3205
C (15.432, 11.436, 13.746)  -0.2391
C (16.857, 11.102, 13.403)  -0.2107
C (16.784, 9.830, 12.558)  -0.2298
C (15.874, 8.893, 13.304)  -0.2366
H (15.304, 12.049, 14.638)  0.1146
H (14.953, 11.921, 12.880)  0.0781
H (17.238, 11.956, 12.847)  0.0988
H (17.431, 10.847, 14.296)  0.1286
H (17.779, 9.399, 12.336)  0.1241
H (16.382, 10.064, 11.537)  0.1095
H (16.449, 8.537, 14.188)  0.1201
H (15.540, 8.051, 12.701)  0.1111
O (16.131, 19.363, 12.132)  -0.3268
S (15.219, 19.875, 13.131)  0.6384
O (14.939, 19.108, 14.337)  -0.3311
C (15.870, 21.401, 13.528)  -0.2747
C (15.252, 22.472, 12.619)  -0.1727
C (13.688, 22.132, 12.562)  -0.1244
C (13.678, 20.511, 12.385)  -0.1751
H (16.935, 21.251, 13.586)  0.1037
H (15.590, 21.558, 14.579)  0.1182
H (15.456, 23.451, 13.057)  0.1089
H (15.616, 22.530, 11.593)  0.1082
H (13.170, 22.598, 11.739)  0.1009
H (13.157, 22.386, 13.472)  0.1003
H (13.804, 20.264, 11.333)  0.0917
H (12.926, 20.050, 12.998)  0.0781
O (11.466, 19.109, 10.613)  -0.3286
S (10.327, 19.079, 9.741)  0.6508
O (9.750, 20.283, 9.169)  -0.3191
C (10.532, 17.824, 8.506)  -0.2402
C (9.208, 17.041, 8.451)  -0.1771
C (8.865, 16.837, 9.997)  -0.1710
C (9.014, 18.270, 10.558)  -0.2442
H (11.263, 17.117, 8.868)  0.0851
H (10.810, 18.251, 7.556)  0.1072
H (8.497, 17.694, 7.911)  0.1182
H (9.390, 16.107, 7.887)  0.1211
H (9.622, 16.157, 10.427)  0.0822
H (7.895, 16.356, 10.127)  0.1108
H (9.263, 18.345, 11.621)  0.0925
H (8.124, 18.833, 10.264)  0.1088
O (17.998, 9.636, 8.334)  -0.3333
S (16.742, 9.786, 7.646)  0.6587
O (16.196, 8.820, 6.730)  -0.3118
C (15.416, 10.229, 8.723)  -0.2361
C (14.630, 11.281, 7.951)  -0.2167
C (15.661, 12.256, 7.374)  -0.1960
C (16.848, 11.411, 6.915)  -0.2238
H (15.917, 10.735, 9.549)  0.0795
H (14.857, 9.380, 9.083)  0.1134
H (13.947, 10.893, 7.157)  0.1332
H (13.861, 11.719, 8.593)  0.0882
H (16.048, 12.881, 8.181)  0.0910
H (15.230, 12.875, 6.563)  0.1276
H (17.789, 11.851, 7.246)  0.0890
H (16.867, 11.299, 5.837)  0.1041
O (22.703, 13.916, 11.430)  -0.2927
S (21.331, 14.285, 11.278)  0.6451
O (20.983, 15.629, 11.686)  -0.3350
C (20.671, 14.032, 9.698)  -0.2494
C (19.883, 12.739, 9.600)  -0.1870
C (20.239, 11.952, 10.896)  -0.1693
C (20.400, 13.012, 12.004)  -0.2345
H (21.425, 14.175, 8.925)  0.1160
H (20.077, 14.943, 9.496)  0.1006
H (18.831, 13.003, 9.484)  0.0919
H (20.213, 12.123, 8.765)  0.1120
H (21.109, 11.315, 10.711)  0.1199
H (19.405, 11.264, 11.159)  0.1092
H (20.930, 12.721, 12.891)  0.1076
H (19.436, 13.440, 12.230)  0.0818


2.
C7H12N3O2S | ωB97M-V/def2-TZVPD

Energy relative to the best compared isomer or geometry (same formula, charge and spin)   1.3285 eV
Lowest unoccupied orbital energy   -3.55 eV
Net charge   +1
HOMO level   -0.4345 Ha

Each line ends with the Löwdin charge.
Positions of all 25 atoms, in Å:
C (3.733, -0.774, -0.361)  0.0541
C (3.558, 0.660, -0.792)  0.0373
C (2.512, -1.057, 0.156)  -0.3223
C (2.238, 0.989, -0.761)  -0.2719
C (-1.140, 1.030, -1.034)  -0.2048
C (-2.535, 1.067, -1.652)  -0.6001
C (0.326, -0.324, 0.349)  -0.0190
N (1.569, -0.024, -0.045)  0.0927
N (-2.765, -1.044, 1.568)  0.0391
N (-0.822, 0.064, -0.033)  0.1047
O (2.139, -2.219, 0.759)  0.0772
O (1.539, 2.157, -0.913)  0.1104
S (-3.820, 0.209, -1.241)  0.7763
H (4.676, -1.376, -0.442)  0.1431
H (4.289, 1.356, -1.121)  0.1095
H (-0.325, 1.110, -1.656)  0.0960
H (-1.285, 1.989, -0.657)  0.1158
H (-2.607, 1.749, -2.482)  0.0594
H (0.391, -1.153, 1.065)  0.1708
H (-3.173, -1.838, 1.031)  0.0818
H (-2.537, -1.212, 2.519)  0.0493
H (-1.618, -0.320, 0.621)  0.0906
H (-3.439, -0.366, 1.716)  0.0047
H (2.608, -2.910, 0.287)  0.1302
H (2.020, 2.915, -0.944)  0.0752


3.
C6H10O | ωB97M-V/def2-TZVPD

Energy relative to the best compared isomer or geometry (same formula, charge and spin)   3.1285 eV
Lowest unoccupied orbital energy   1.05 eV
Structure (SMILES)   C[C@]1(O)C[C@@H]2C[C@@H]21
Net charge   0
HOMO level   -0.3219 Ha

Each line ends with the Löwdin charge.
Positions of all 17 atoms, in Å:
C (-0.905, 1.380, -0.201)  -0.0309
C (-0.837, -0.120, -0.096)  -0.5099
O (-2.122, -0.700, -0.312)  -0.0086
C (-0.113, -0.688, 1.156)  -0.0604
C (1.085, -0.988, 0.297)  -0.3070
C (1.811, 0.109, -0.374)  -0.0305
C (0.385, -0.652, -0.967)  -0.0459
H (0.115, 1.751, -0.163)  0.0562
H (-1.341, 1.648, -1.168)  0.0987
H (-1.457, 1.843, 0.620)  0.0881
H (-2.759, -0.152, 0.183)  0.1032
H (0.034, -0.008, 1.999)  0.1164
H (-0.536, -1.641, 1.480)  0.1216
H (1.720, -1.855, 0.382)  0.1339
H (1.738, 1.172, -0.486)  0.0563
H (2.897, -0.123, -0.357)  0.0985
H (0.285, -0.978, -1.995)  0.1203


4.
C9H22N2O2S3 | ωB97M-V/def2-TZVPD

Energy relative to the best compared isomer or geometry (same formula, charge and spin)   0.0000 eV
Lowest unoccupied orbital energy   0.53 eV
Net charge   0
HOMO level   -0.3039 Ha

Each line ends with the Löwdin charge.
Positions of all 38 atoms, in Å:
C (3.194, -0.807, -0.028)  -0.2658
C (2.572, -1.831, 0.958)  -0.1931
C (1.095, -1.831, 0.984)  -0.2743
C (-0.796, -2.386, -0.409)  -0.3353
C (-1.089, -1.109, -1.123)  -0.5393
C (-2.934, 0.656, 1.124)  -0.5391
C (-2.928, 1.966, 0.398)  -0.2860
C (-1.752, 2.320, -0.535)  -0.2700
C (-0.527, 2.418, 0.331)  -0.3357
H (3.418, -0.618, -2.076)  0.1146
H (1.844, -0.370, -1.474)  0.0356
H (2.993, 0.252, 0.350)  0.0880
H (4.247, -0.977, -0.128)  0.0987
H (2.839, -2.821, 0.706)  0.1024
H (2.971, -1.665, 1.926)  0.0971
H (0.722, -2.180, 1.967)  0.1256
H (0.721, -0.743, 0.988)  0.1170
H (1.062, -2.467, -0.959)  0.0942
H (-1.396, -2.316, 0.469)  0.0813
H (-1.182, -3.248, -1.016)  0.1331
H (-0.655, -0.238, -0.630)  0.0209
H (-0.545, -1.084, -2.127)  0.1073
H (-1.974, 0.290, 1.443)  0.0485
H (-3.474, 0.760, 2.102)  0.0893
H (-3.831, 2.048, -0.203)  0.1015
H (-3.070, 2.782, 1.106)  0.1106
H (-1.567, 1.551, -1.315)  0.0648
H (-1.939, 3.249, -1.117)  0.1284
H (-0.648, 3.338, 0.965)  0.1193
H (-0.315, 1.573, 0.926)  0.0571
H (2.257, 1.764, 0.736)  0.0528
N (2.686, -1.007, -1.381)  -0.0282
N (0.564, -2.634, -0.078)  -0.0590
O (2.051, 2.746, 0.562)  -0.3389
O (1.141, 1.416, -1.439)  -0.4994
S (-2.863, -0.788, -1.559)  0.5173
S (-3.854, -0.703, 0.282)  0.5022
S (0.962, 2.692, -0.730)  0.9568


Values of calculated total energy, in order: -7058.6669 -986.5487 -309.7274 -1810.6199, all in Eh.